ORCA calculation (ωB97M-V/def2-TZVPD) on a 8-piece molecular cluster, C56H72ClF4N3O2P2S overall at a distorted geometry.

Summary:
- HOMO-LUMO gap: 0.308 Ha
- ΔE to the lowest compared entry with this formula, charge and spin: 0.0 kJ/mol
- Lowest unoccupied orbital energy: 0.190 eV
- Largest force on an atom: 0.0287 hartree/bohr
- Calculated total energy: -120609.05153 eV
- E_HOMO: -8.179 eV
- SMILES: CCO[C@H](CCN)O[C@@H](N)[C@]([PH2]=S)(N(C[C@@H](C)Cl)C(F)(F)C(F)F)P(C)C.c1ccccc1.c1ccccc1.c1ccccc1.c1ccccc1.c1ccccc1.c1ccccc1.c1ccccc1
- Charge: 0
- 2S+1: 1

Each line ends with the Löwdin charge.
Cartesian coordinates (Å):
C 1.77 0.81 2.38  -0.045
C 0.94 0.62 1.11  -0.236
O 1.04 -0.73 0.68  -0.093
C 0.88 -0.93 -0.71  -0.379
C 2.17 -0.55 -1.44  -0.109
C 3.38 -1.22 -0.76  -0.247
N 4.26 -0.20 -0.17  0.017
O -0.24 -0.18 -1.08  -0.081
C -0.77 -0.42 -2.36  -0.445
N -1.30 -1.76 -2.47  0.085
C -1.82 0.70 -2.57  -0.582
P -2.89 0.36 -4.08  0.441
S -4.15 -1.13 -4.03  0.219
N -1.03 1.95 -2.73  -0.076
C -0.30 2.07 -3.99  -0.214
C 1.18 2.54 -3.90  -0.658
C 1.46 3.71 -4.83  -0.125
Cl 1.67 2.99 -2.24  0.710
C -1.63 3.17 -2.31  -0.476
F -2.95 3.27 -2.70  0.065
F -1.00 4.20 -2.96  0.082
C -1.51 3.46 -0.77  -0.324
F -2.73 3.78 -0.27  0.052
F -0.69 4.53 -0.57  0.064
P -2.94 0.75 -1.05  0.992
C -4.66 1.18 -1.53  -0.299
C -3.15 -0.92 -0.36  -0.275
H 2.50 0.02 2.49  0.073
H 1.12 0.87 3.25  0.062
H 2.33 1.74 2.32  0.062
H -0.10 0.88 1.31  0.113
H 1.29 1.32 0.35  0.096
H 0.74 -2.01 -0.81  0.137
H 2.33 0.52 -1.44  0.059
H 2.12 -0.94 -2.46  0.113
H 3.93 -1.79 -1.51  0.103
H 3.07 -1.92 0.01  0.103
H 4.74 -0.57 0.64  0.051
H 4.93 0.10 -0.86  0.069
H 0.05 -0.28 -3.08  0.129
H -1.59 -1.96 -3.42  0.038
H -0.59 -2.45 -2.25  0.080
H -3.55 1.56 -4.35  -0.016
H -2.04 0.22 -5.20  -0.017
H -0.82 2.69 -4.72  0.126
H -0.24 1.09 -4.46  0.087
H 1.83 1.71 -4.18  0.090
H 0.69 4.47 -4.75  0.073
H 1.53 3.36 -5.86  0.083
H 2.40 4.17 -4.54  0.066
H -1.13 2.58 -0.26  0.105
H -5.26 0.27 -1.61  0.020
H -5.07 1.81 -0.76  0.044
H -4.74 1.68 -2.49  -0.005
H -3.83 -0.81 0.48  0.045
H -2.22 -1.34 0.00  0.028
H -3.58 -1.61 -1.08  0.015
C 6.63 0.70 4.91  -0.095
C 6.42 0.50 3.55  -0.096
C 5.66 1.41 2.82  -0.100
C 5.12 2.52 3.45  -0.097
C 5.32 2.72 4.81  -0.086
C 6.08 1.81 5.54  -0.099
H 7.22 -0.01 5.47  0.097
H 6.84 -0.37 3.06  0.098
H 5.50 1.26 1.76  0.080
H 4.53 3.23 2.88  0.101
H 4.90 3.58 5.30  0.103
H 6.24 1.97 6.59  0.084
C 0.69 -4.68 1.04  -0.088
C 1.51 -5.00 -0.03  -0.096
C 1.74 -6.33 -0.36  -0.090
C 1.14 -7.34 0.39  -0.095
C 0.33 -7.02 1.46  -0.092
C 0.10 -5.69 1.79  -0.089
H 0.51 -3.64 1.29  0.096
H 1.98 -4.21 -0.61  0.086
H 2.38 -6.58 -1.20  0.082
H 1.32 -8.38 0.13  0.092
H -0.13 -7.80 2.05  0.102
H -0.54 -5.44 2.62  0.102
C 0.76 -1.11 5.62  -0.104
C -0.50 -0.72 6.06  -0.097
C -0.67 -0.22 7.34  -0.098
C 0.43 -0.09 8.18  -0.095
C 1.68 -0.49 7.75  -0.094
C 1.85 -1.00 6.47  -0.090
H 0.89 -1.50 4.62  0.096
H -1.35 -0.81 5.39  0.100
H -1.65 0.09 7.67  0.099
H 0.30 0.31 9.18  0.099
H 2.54 -0.39 8.41  0.084
H 2.83 -1.30 6.13  0.101
C 4.35 -8.37 -2.78  -0.099
C 5.19 -8.52 -3.88  -0.097
C 4.78 -9.29 -4.96  -0.097
C 3.54 -9.92 -4.94  -0.096
C 2.71 -9.77 -3.84  -0.091
C 3.12 -9.00 -2.76  -0.097
H 4.67 -7.77 -1.94  0.099
H 6.15 -8.04 -3.90  0.100
H 5.43 -9.41 -5.82  0.100
H 3.22 -10.51 -5.79  0.100
H 1.74 -10.26 -3.82  0.102
H 2.47 -8.89 -1.90  0.078
C 4.34 1.39 10.25  -0.097
C 5.08 1.01 9.14  -0.108
C 6.33 0.43 9.30  -0.094
C 6.84 0.23 10.58  -0.094
C 6.10 0.61 11.69  -0.096
C 4.85 1.19 11.53  -0.094
H 3.36 1.83 10.13  0.101
H 4.68 1.17 8.15  0.086
H 6.90 0.14 8.44  0.094
H 7.82 -0.22 10.70  0.100
H 6.50 0.46 12.68  0.100
H 4.28 1.49 12.40  0.101
C -8.32 2.83 -4.73  -0.094
C -9.57 2.34 -4.39  -0.097
C -9.70 1.05 -3.89  -0.097
C -8.57 0.26 -3.74  -0.088
C -7.32 0.74 -4.09  -0.107
C -7.20 2.04 -4.58  -0.092
H -8.22 3.84 -5.12  0.080
H -10.45 2.96 -4.51  0.099
H -10.67 0.67 -3.63  0.099
H -8.67 -0.75 -3.35  0.101
H -6.43 0.13 -3.97  0.008
H -6.22 2.42 -4.86  0.094
C -7.17 8.85 -7.14  -0.099
C -8.30 8.04 -7.13  -0.098
C -8.42 7.03 -6.19  -0.098
C -7.42 6.84 -5.25  -0.102
C -6.29 7.65 -5.26  -0.095
C -6.17 8.66 -6.21  -0.098
H -7.08 9.64 -7.88  0.099
H -9.08 8.19 -7.87  0.100
H -9.30 6.40 -6.18  0.098
H -7.51 6.06 -4.50  0.091
H -5.50 7.49 -4.53  0.101
H -5.29 9.29 -6.22  0.099

ORCA calculation (ωB97M-V/def2-TZVPD) on C56H82BrN4O4Y as an isolated structure.

Summary:
- HOMO-LUMO gap: 0.281 Ha
- ΔE to the lowest compared entry with this formula, charge and spin: 0.0 kJ/mol
- Lowest unoccupied orbital energy: 0.384 eV
- Largest force on an atom: 0.0128 hartree/bohr
- Calculated total energy: -144647.22892 eV
- E_HOMO: -7.260 eV
- Charge: 0
- 2S+1: 1

Each line ends with the Löwdin charge.
Cartesian coordinates (Å):
Y 0.98 0.27 0.34  1.493
C 4.11 -7.07 2.84  -0.069
C 2.70 -6.47 2.89  -0.560
C 2.36 -6.22 4.36  -0.050
C 1.73 -7.50 2.30  -0.051
C 2.60 -5.16 2.12  -0.175
C 1.40 -4.47 2.07  -0.004
C 1.26 -3.26 1.42  -0.144
C -0.12 -2.65 1.46  -0.124
N -0.56 -1.84 0.30  -0.194
C -0.31 -2.51 -0.98  -0.136
C -0.12 -1.54 -2.18  -0.142
N -0.17 -0.09 -1.87  -0.209
C -1.56 0.42 -1.88  -0.132
C -1.94 1.31 -0.69  -0.143
N -1.48 0.87 0.63  -0.211
C -2.24 -0.25 1.19  -0.144
C -1.99 -1.55 0.46  -0.155
C -1.58 2.02 1.55  -0.123
C -1.14 1.81 2.99  -0.124
C -1.84 2.51 3.95  0.003
C -1.49 2.46 5.30  -0.172
C -0.44 1.63 5.64  0.008
C 0.28 0.86 4.72  -0.075
C -0.04 0.99 3.35  -0.277
O 0.64 0.38 2.40  -0.257
C 1.39 -0.05 5.30  -0.517
C 0.80 -0.89 6.44  -0.050
C 2.03 -1.05 4.32  -0.045
C 2.51 0.84 5.87  -0.036
C -2.26 3.30 6.31  -0.560
C -1.73 3.13 7.73  -0.069
C -2.15 4.79 5.94  -0.050
C -3.74 2.89 6.30  -0.050
C 0.64 0.62 -2.89  -0.153
C 0.65 2.13 -2.86  -0.154
C 0.52 2.77 -4.08  -0.003
C 0.65 4.14 -4.22  -0.174
C 0.91 4.86 -3.05  0.022
C 1.02 4.28 -1.79  -0.073
C 0.88 2.87 -1.68  -0.306
O 0.91 2.24 -0.52  -0.253
C 1.37 5.17 -0.59  -0.522
C 1.36 6.66 -0.94  -0.071
C 0.39 4.97 0.58  -0.044
C 2.78 4.81 -0.11  -0.034
C 0.52 4.80 -5.59  -0.560
C -0.89 4.53 -6.15  -0.050
C 1.57 4.21 -6.54  -0.051
C 0.73 6.31 -5.53  -0.069
C 2.37 -2.65 0.78  -0.289
O 2.25 -1.47 0.20  -0.257
C 3.59 -3.38 0.75  -0.077
C 3.67 -4.59 1.43  0.023
C 4.80 -2.86 -0.02  -0.526
C 4.43 -2.62 -1.49  -0.054
C 5.98 -3.83 -0.02  -0.072
C 5.27 -1.55 0.64  -0.042
H 4.13 -8.00 3.41  0.083
H 4.85 -6.39 3.27  0.087
H 4.41 -7.30 1.81  0.086
H 2.43 -7.15 4.94  0.082
H 1.35 -5.83 4.48  0.075
H 3.05 -5.49 4.80  0.088
H 1.79 -8.44 2.84  0.082
H 1.97 -7.69 1.25  0.089
H 0.70 -7.14 2.34  0.074
H 0.52 -4.90 2.54  0.114
H -0.23 -2.00 2.33  0.113
H -0.82 -3.49 1.57  0.123
H -1.12 -3.22 -1.21  0.128
H 0.59 -3.10 -0.88  0.113
H -0.83 -1.77 -2.98  0.124
H 0.88 -1.73 -2.59  0.115
H -2.25 -0.42 -1.97  0.103
H -1.72 1.02 -2.78  0.132
H -3.04 1.43 -0.70  0.135
H -1.51 2.29 -0.86  0.112
H -3.32 -0.03 1.18  0.138
H -1.94 -0.35 2.23  0.121
H -2.46 -1.53 -0.52  0.101
H -2.49 -2.36 1.01  0.129
H -2.63 2.35 1.59  0.131
H -1.00 2.82 1.10  0.088
H -2.68 3.12 3.64  0.113
H -0.15 1.56 6.68  0.089
H -0.01 -1.53 6.06  0.092
H 0.40 -0.28 7.25  0.071
H 1.57 -1.54 6.86  0.084
H 1.28 -1.70 3.87  0.073
H 2.73 -1.67 4.88  0.089
H 2.57 -0.57 3.52  0.066
H 2.14 1.51 6.64  0.080
H 2.96 1.45 5.08  0.064
H 3.30 0.22 6.31  0.087
H -0.68 3.43 7.81  0.086
H -1.82 2.09 8.07  0.086
H -2.31 3.75 8.42  0.084
H -1.10 5.10 5.95  0.089
H -2.70 5.41 6.65  0.082
H -2.55 4.98 4.94  0.075
H -3.85 1.84 6.57  0.089
H -4.19 3.04 5.32  0.075
H -4.31 3.49 7.02  0.082
H 0.25 0.34 -3.88  0.126
H 1.65 0.23 -2.82  0.077
H 0.33 2.16 -4.96  0.111
H 1.02 5.93 -3.13  0.079
H 0.38 6.98 -1.31  0.090
H 2.12 6.91 -1.68  0.084
H 1.57 7.24 -0.04  0.083
H -0.64 5.06 0.24  0.095
H 0.56 5.72 1.35  0.086
H 0.54 3.99 1.03  0.057
H 3.51 4.94 -0.91  0.096
H 2.80 3.77 0.22  0.050
H 3.07 5.45 0.73  0.091
H -1.08 3.46 -6.25  0.075
H -0.99 4.99 -7.14  0.082
H -1.65 4.95 -5.49  0.088
H 1.44 3.13 -6.66  0.074
H 2.57 4.39 -6.16  0.089
H 1.48 4.67 -7.53  0.082
H -0.01 6.79 -4.89  0.086
H 0.62 6.73 -6.54  0.083
H 1.72 6.56 -5.17  0.087
H 4.61 -5.12 1.42  0.081
H 4.14 -3.56 -1.96  0.089
H 5.28 -2.22 -2.04  0.080
H 3.60 -1.92 -1.57  0.039
H 5.72 -4.79 -0.48  0.087
H 6.35 -4.02 0.99  0.083
H 6.81 -3.40 -0.59  0.085
H 4.43 -0.86 0.71  0.042
H 6.07 -1.09 0.06  0.085
H 5.64 -1.75 1.65  0.092
O 6.75 3.38 2.09  0.093
C 5.62 2.74 1.73  -0.302
C 4.59 2.45 2.62  0.022
C 3.48 1.79 2.15  -0.105
N 3.34 1.40 0.87  -0.019
C 4.33 1.70 0.05  -0.736
Br 4.10 1.20 -1.76  0.904
C 5.49 2.35 0.40  -0.035
H 6.73 3.60 3.03  0.118
H 4.65 2.74 3.66  0.116
H 2.65 1.55 2.80  0.093
H 6.26 2.57 -0.32  0.120

ORCA calculation (ωB97M-V/def2-TZVPD) on C56H85N13 as an isolated structure at a distorted geometry.

Summary:
- HOMO-LUMO gap: 0.247 Ha
- ΔE to the lowest compared entry with this formula, charge and spin: 6216.3 kJ/mol
- Lowest unoccupied orbital energy: 0.364 eV
- Largest force on an atom: 0.2581 hartree/bohr
- Calculated total energy: -78754.43475 eV
- E_HOMO: -6.349 eV
- Charge: 0
- 2S+1: 1

Each line ends with the Löwdin charge.
Cartesian coordinates (Å):
N -18.67 19.90 -14.59  0.136
C -19.77 19.27 -14.06  -0.060
C -20.02 19.82 -12.83  -0.276
C -19.14 20.87 -12.62  -0.135
C -18.41 20.96 -13.72  -0.100
H -18.21 19.72 -15.47  0.166
H -20.24 18.43 -14.56  0.076
H -20.73 19.53 -12.08  0.044
H -19.02 21.51 -11.76  0.142
H -17.56 21.61 -13.87  0.134
N -19.11 14.01 -12.02  0.054
C -18.36 13.02 -12.60  -0.125
C -18.45 11.87 -11.84  -0.106
C -19.19 12.11 -10.77  -0.091
C -19.59 13.37 -10.91  -0.288
H -19.37 14.90 -12.42  -0.017
H -17.76 13.22 -13.48  0.098
H -17.88 10.99 -12.11  0.107
H -19.44 11.41 -9.99  0.127
H -20.28 13.83 -10.23  0.001
N -22.01 21.41 -13.04  0.031
C -22.03 20.40 -12.11  -0.186
C -22.52 19.26 -12.72  -0.083
C -22.70 19.61 -14.09  -0.125
C -22.39 20.98 -14.27  -0.055
H -21.64 22.33 -12.86  0.160
H -21.73 20.69 -11.12  0.114
H -22.68 18.25 -12.36  0.097
H -22.99 18.96 -14.90  0.020
H -22.29 21.62 -15.13  0.120
N -18.83 19.39 -8.10  0.021
C -20.13 19.73 -8.30  -0.066
C -20.39 19.52 -9.70  -0.070
C -19.24 19.09 -10.33  -0.239
C -18.29 18.99 -9.33  -0.110
H -18.36 19.39 -7.20  0.167
H -20.78 20.13 -7.54  0.117
H -21.35 19.59 -10.19  0.098
H -19.16 18.97 -11.40  0.005
H -17.24 18.75 -9.28  0.107
N -17.42 15.75 -10.42  -0.053
C -16.37 16.61 -10.51  -0.127
C -15.24 15.90 -10.92  -0.115
C -15.70 14.56 -11.26  -0.046
C -17.02 14.49 -10.84  -0.147
H -18.34 15.90 -10.03  -0.091
H -16.56 17.60 -10.11  0.082
H -14.22 16.25 -10.78  0.124
H -15.16 13.73 -11.69  0.125
H -17.64 13.61 -10.72  0.089
N -18.73 16.26 -19.30  0.047
C -17.88 16.66 -18.31  -0.060
C -18.11 15.80 -17.32  -0.234
C -18.78 14.67 -17.79  -0.078
C -19.27 15.06 -18.98  -0.186
H -18.88 16.75 -20.17  0.157
H -17.30 17.56 -18.46  0.126
H -17.74 15.89 -16.31  -0.009
H -18.90 13.77 -17.21  0.091
H -19.91 14.54 -19.69  0.137
N -20.77 16.90 -17.33  0.011
C -21.36 17.61 -18.37  -0.071
C -22.11 18.62 -17.78  -0.062
C -22.00 18.48 -16.43  -0.132
C -21.17 17.41 -16.17  -0.149
H -20.09 16.17 -17.49  0.075
H -20.96 17.45 -19.36  0.102
H -22.62 19.41 -18.31  0.103
H -22.42 19.24 -15.79  0.035
H -20.76 16.94 -15.29  0.056
N -19.59 17.00 -8.83  0.054
C -20.74 16.30 -9.10  -0.051
C -20.39 15.07 -9.66  -0.180
C -19.04 14.89 -9.47  -0.084
C -18.52 16.12 -8.91  -0.060
H -19.59 17.99 -8.60  0.045
H -21.69 16.79 -8.97  0.130
H -21.06 14.45 -10.24  0.117
H -18.54 14.01 -9.84  0.088
H -17.53 16.48 -8.66  0.153
N -25.17 18.14 -14.38  0.013
C -24.26 17.13 -14.50  -0.113
C -24.25 16.52 -13.26  -0.177
C -25.29 17.01 -12.58  -0.123
C -25.93 18.05 -13.24  -0.083
H -25.35 18.85 -15.07  0.154
H -23.49 17.05 -15.26  0.088
H -23.55 15.81 -12.85  -0.012
H -25.56 16.60 -11.62  0.100
H -26.78 18.60 -12.87  0.108
N -17.63 19.26 -12.17  -0.011
C -16.99 20.01 -11.19  -0.132
C -15.74 19.47 -10.98  -0.096
C -15.56 18.42 -11.84  -0.158
C -16.68 18.39 -12.64  -0.121
H -18.50 19.46 -12.63  0.009
H -17.48 20.88 -10.77  0.122
H -15.07 19.85 -10.22  0.113
H -14.71 17.75 -11.83  0.105
H -16.95 17.82 -13.52  0.074
N -16.64 15.21 -13.29  0.089
C -15.86 16.37 -13.15  -0.208
C -15.60 16.86 -14.40  -0.072
C -16.10 15.88 -15.30  -0.095
C -16.76 14.87 -14.66  -0.174
H -17.02 14.66 -12.53  0.050
H -15.45 16.78 -12.25  -0.001
H -14.83 17.60 -14.57  0.121
H -15.90 15.94 -16.36  0.111
H -17.41 14.12 -15.08  0.141
C -23.58 13.98 -14.99  -0.065
C -23.01 14.59 -16.31  -0.196
N -21.94 13.77 -16.95  -0.062
C -20.71 13.56 -16.06  -0.215
C -20.00 12.27 -16.49  -0.071
C -21.38 14.50 -18.06  -0.325
C -22.28 14.74 -19.30  -0.052
H -23.73 12.90 -14.96  0.097
H -24.45 14.53 -14.62  0.072
H -22.88 14.36 -14.25  -0.010
H -23.92 14.67 -16.92  0.112
H -22.70 15.59 -16.02  0.064
H -20.07 14.43 -15.92  0.020
H -21.01 13.47 -15.02  0.116
H -20.69 11.43 -16.34  0.081
H -19.74 12.12 -17.53  0.082
H -19.17 12.07 -15.82  0.078
H -20.42 14.07 -18.36  0.037
H -20.96 15.48 -17.83  0.021
H -23.26 15.11 -18.97  0.062
H -22.60 13.87 -19.87  0.070
H -21.98 15.46 -20.06  0.060
C -20.21 17.80 -11.54  -0.059
C -19.84 16.29 -11.82  -0.125
N -19.90 15.83 -13.21  -0.121
C -19.08 16.56 -14.10  -0.161
C -18.72 15.70 -15.32  -0.128
C -21.32 15.97 -13.56  -0.124
C -22.23 15.06 -12.62  -0.062
H -19.60 18.56 -12.01  0.013
H -20.25 17.98 -10.47  0.054
H -21.23 17.96 -11.89  0.080
H -18.81 16.19 -11.47  0.121
H -20.33 15.51 -11.24  0.060
H -19.65 17.38 -14.53  0.038
H -18.23 17.04 -13.61  0.114
H -19.61 15.31 -15.80  0.047
H -18.30 16.34 -16.09  0.027
H -17.99 15.07 -14.81  -0.021
H -21.44 15.68 -14.61  0.080
H -21.57 17.02 -13.71  0.103
H -23.14 14.90 -13.19  0.007
H -22.42 15.41 -11.61  0.112
H -21.85 14.04 -12.51  0.116